# C19H20ClN5

C19H20ClN5 in the gas phase in a non-equilibrium geometry (ωB97M-V/def2-TZVPD, OMol25).

XYZ file:
```
45
Properties=species:S:1:pos:R:3:forces:R:3
N -0.9367 -3.2774 -4.9015 4.037 -0.501 6.980
Cl 5.4031 1.2548 -3.2871 -0.306 -0.321 0.158
N 0.2764 -3.5069 -2.7430 -0.559 0.351 -3.765
N 1.0571 2.1493 -1.0015 -2.265 0.932 1.230
N -0.3617 -3.3715 -3.8448 -2.612 0.011 -3.755
C -0.8598 1.1165 3.0544 -1.003 1.976 -0.209
C -1.0817 2.3820 2.5709 -0.598 -2.918 0.053
C -0.0156 1.8035 -0.2663 0.859 2.650 -1.257
C 3.7590 -0.6590 -2.2136 -0.213 -1.585 0.275
C 3.9492 0.6835 -2.4914 -0.713 1.947 -0.102
C -0.3648 0.5243 0.0347 -0.687 -3.050 -0.166
C 2.9707 1.6045 -2.1504 1.866 -0.815 -0.685
C 2.6115 -1.0902 -1.6001 0.089 0.482 -0.032
C 0.4517 -0.5066 -0.4882 -0.047 0.880 0.530
C 1.8492 1.1888 -1.4334 0.483 0.236 -0.005
C 1.6359 -0.1537 -1.1690 0.124 -1.006 -0.013
N 0.2280 -1.8524 -0.3039 -1.187 -0.893 0.353
C -0.3324 0.9694 4.4536 0.571 0.398 -0.473
C -0.5480 -3.8267 -1.6014 -0.761 0.554 0.423
C -1.2615 -0.1641 2.3094 -0.486 1.238 0.074
C -0.9315 2.9512 0.1297 -0.021 -0.005 -0.170
C -0.9469 -2.5318 -0.8786 0.426 -0.621 0.789
C -2.6257 1.3491 0.9184 0.228 0.210 -0.449
C -1.8539 2.6062 1.2886 0.336 -0.390 0.192
C -1.6321 0.1940 0.8487 0.243 -0.516 -0.103
H -0.8454 3.2156 3.1910 0.331 0.573 0.265
H 4.4760 -1.4244 -2.4734 0.269 0.241 -0.182
H 3.0654 2.6500 -2.3694 0.136 0.275 -0.031
H 2.4778 -2.1491 -1.4324 0.091 0.010 -0.133
H 1.0636 -2.4110 -0.2888 -0.115 -0.027 -0.217
H 0.6184 0.4526 4.4378 0.252 -0.469 0.117
H -0.1097 1.9477 4.8970 -0.319 -0.192 -0.027
H -1.0275 0.4171 5.0719 -0.144 -0.147 0.260
H -1.4300 -4.3999 -1.8931 -0.140 0.091 0.057
H 0.0191 -4.4576 -0.9261 0.320 -0.086 0.023
H -2.1508 -0.6410 2.7987 0.822 0.268 -0.176
H -0.3958 -0.8005 2.3817 0.163 -0.723 -0.174
H -0.3385 3.8164 0.3886 0.352 0.227 -0.073
H -1.5461 3.2375 -0.7400 0.252 -0.116 0.092
H -1.6554 -2.8096 -0.0940 -0.110 0.062 0.069
H -1.4599 -1.8926 -1.5768 -0.147 0.443 -0.295
H -3.3870 1.1136 1.6745 0.025 0.092 -0.295
H -3.0899 1.5289 -0.0684 -0.061 -0.249 0.411
H -2.5638 3.4087 1.4279 -0.135 0.440 0.127
H -2.1600 -0.6393 0.3592 0.351 0.043 0.309
```
Positions in Å, forces in eV/Å.

Properties
lowest unoccupied orbital energy	0.17	eV
spin multiplicity	1
HOMO-LUMO gap	8.26	eV
total charge	0
electronic energy	-1469.9160	a.u.
relative energy (zero: lowest compared OMol25 entry of this formula, charge and spin)	82.6	kcal per mole

# C7H13N

A molecular structure, C7H13N in a non-equilibrium geometry (ωB97M-V/def2-TZVPD, OMol25).

XYZ file:
```
21
Properties=species:S:1:pos:R:3:forces:R:3
C -1.4204 -0.2893 0.8763 3.106 0.008 -0.095
C -1.4765 0.4025 -0.4363 0.705 0.848 -0.727
C 0.5641 -2.0101 0.0905 0.297 0.207 -0.405
C 0.3940 2.0564 0.1308 0.587 -0.566 0.588
C 0.4335 -0.6406 0.7377 -2.187 -1.225 1.503
C 0.0562 0.7423 -0.5619 -2.073 0.918 -1.676
C 0.6430 0.4342 -1.7878 0.133 -0.384 1.011
N 1.1792 -0.3056 1.7355 -0.566 0.191 0.021
H 1.7862 -1.0777 2.0200 0.380 0.233 -0.437
H -1.4656 0.3541 1.7492 -0.179 -0.204 0.031
H -1.8909 -1.2642 0.9582 0.016 0.076 0.216
H -2.0780 1.3137 -0.4511 -0.185 -0.133 -0.108
H -1.7892 -0.2748 -1.2323 -0.017 0.161 -0.054
H 0.5903 -2.7770 0.8680 -0.074 0.065 -0.005
H -0.2473 -2.2319 -0.6050 -0.010 0.043 0.043
H 1.4962 -2.0621 -0.4771 -0.001 -0.101 0.069
H -0.1754 2.1916 1.0520 0.034 -0.090 -0.040
H 1.4495 2.0635 0.4021 0.025 0.144 -0.003
H 0.1882 2.8893 -0.5452 -0.058 -0.178 0.019
H 1.7121 0.2709 -1.8552 0.116 0.488 -0.158
H 0.0508 0.2149 -2.6686 -0.052 -0.501 0.207
```
Positions in Å, forces in eV/Å.

Properties
lowest unoccupied orbital energy (alpha / beta)	-0.18 / -0.39	eV
spin multiplicity	1
HOMO-LUMO gap (alpha / beta)	7.58 / 7.47	eV
total charge	0
electronic energy	-329.1078	a.u.
relative energy (zero: lowest compared OMol25 entry of this formula, charge and spin)	102.7	kcal per mole

# C5H12O2

3 unconnected molecules or ions with the total composition C5H12O2 in a non-equilibrium geometry (ωB97M-V/def2-TZVPD, OMol25).

XYZ file:
```
19
Properties=species:S:1:pos:R:3:forces:R:3
C 0.7344 1.2301 -0.5668 2.091 1.062 -0.402
C 1.4610 0.1543 -0.2296 -1.797 -0.663 1.788
C 1.0932 -0.9620 0.7577 -3.014 -0.259 -1.759
C -0.1847 -1.3617 0.9897 -0.060 0.212 -0.704
C 2.2626 -1.7307 1.1926 2.840 1.457 1.929
H -0.3110 1.4081 -0.4830 -0.610 -0.333 0.933
H 1.2670 2.1780 -0.8657 -0.436 -1.384 -0.531
H 2.4623 -0.0410 -0.5144 1.117 0.933 -0.344
H -0.4044 -2.3186 1.5166 0.242 1.042 -0.161
H -1.0813 -0.8459 0.5132 1.391 -0.605 0.771
H 2.7240 -2.2814 0.3867 -0.135 -0.586 -0.247
H 3.0769 -0.9401 1.4059 -0.904 -1.031 -0.168
H 2.2575 -2.2937 2.1597 -0.652 0.167 -1.094
O -2.4562 1.9859 0.4159 -1.852 0.202 1.051
H -2.5838 1.2136 -0.1573 -0.417 0.097 0.507
H -3.3196 2.1019 0.9493 2.097 -0.456 -1.489
O -2.7776 0.7526 -2.5227 3.302 1.138 0.976
H -1.9977 0.3376 -2.9894 -1.437 0.256 0.419
H -2.2226 1.4130 -1.9583 -1.768 -1.250 -1.474
```
Positions in Å, forces in eV/Å.

Properties
lowest unoccupied orbital energy	0.56	eV
SMILES	C=CC(=C)C.O.O
spin multiplicity	1
HOMO-LUMO gap	9.25	eV
total charge	0
electronic energy	-348.0935	a.u.
relative energy (zero: lowest compared OMol25 entry of this formula, charge and spin)	69.8	kcal per mole

# C13H29Cl2N2OP2Tc

A molecular structure, C13H29Cl2N2OP2Tc in a non-equilibrium geometry (ωB97M-V/def2-TZVPD, OMol25).

XYZ file:
```
50
Properties=species:S:1:pos:R:3:forces:R:3
C 1.5392 -0.0003 -4.5999 -0.206 0.400 -0.459
C 1.4341 -0.0077 -3.1052 0.693 -0.483 1.833
H 2.5825 0.1085 -4.9560 -0.260 -0.069 0.609
H 0.9411 0.8310 -5.0254 0.181 -0.265 0.452
H 1.1090 -0.9068 -5.0794 0.096 0.217 0.742
O 2.0963 -0.1222 -2.1090 -2.156 0.241 -2.036
Cl -1.7574 -0.4363 -3.3634 0.213 0.015 0.275
Tc -0.4427 -0.1113 -1.4920 0.592 -0.570 -1.552
P -0.1116 2.0878 -0.8085 0.583 4.127 1.365
C 1.2910 2.7026 0.2348 0.208 -1.077 0.208
C 0.2312 3.0001 -2.3460 0.011 -0.757 -0.812
H 0.3062 4.0803 -2.1322 -0.065 -0.465 0.034
H -1.4845 4.0864 -0.4227 0.213 -0.573 -0.034
H -0.5841 2.8109 -3.0609 0.253 0.262 0.060
H -2.4626 2.5753 -0.5306 0.132 0.363 0.145
H 2.2121 2.1971 -0.0811 -0.027 0.201 0.125
H 1.1819 2.6461 -2.7827 -0.322 0.338 0.102
C -1.5393 3.0202 -0.1330 -0.604 -0.710 0.288
H 1.4292 3.7888 0.1121 -0.368 -0.359 -0.285
H -1.5582 2.9458 0.9690 0.060 -0.072 -0.499
H 1.1168 2.4990 1.2981 -0.036 0.016 -0.300
P 0.1205 -2.1774 -0.5570 0.863 -3.534 1.796
C 1.5633 -2.5251 0.5428 0.301 1.154 0.157
C -1.1861 -3.1770 0.2350 -1.003 0.597 0.275
H -0.1520 -3.0970 -2.7892 0.309 -0.299 0.225
H 0.6313 -4.2724 -1.6602 -0.076 0.479 -0.001
H 1.5827 -2.9098 -2.3456 -0.392 -0.239 0.094
C 0.5865 -3.2160 -1.9772 0.052 0.655 -1.077
H -2.1652 -2.8815 -0.1863 0.381 -0.406 0.262
H -1.0159 -4.2578 0.0562 0.119 0.666 -0.061
H 1.7631 -3.6088 0.6024 -0.405 0.321 -0.350
H 1.3918 -2.1562 1.5637 -0.028 -0.160 -0.372
H -1.2075 -2.9917 1.3285 0.057 0.011 -0.636
H 2.4552 -2.0295 0.1307 -0.125 -0.214 0.173
Cl -2.8574 -0.2566 -0.8154 0.262 0.063 -0.519
C 1.5291 0.2237 4.2680 2.043 0.125 1.353
C 0.3999 0.1548 3.3874 -3.688 -0.159 -2.295
C -1.0080 0.1207 3.5977 1.657 0.071 0.742
C -1.6446 0.0564 2.3588 0.859 0.017 0.696
N -0.7122 0.0388 1.3782 -0.464 0.091 -0.541
N 0.4601 0.1074 2.0187 2.741 0.111 0.435
C -3.1050 0.0219 2.2018 -0.336 -0.020 -0.356
H 1.5261 1.1344 4.8960 -0.159 -0.336 -0.347
H 1.5695 -0.6198 4.9827 -0.187 0.293 -0.389
H 2.4940 0.2210 3.7277 -0.432 -0.003 0.147
H -1.4412 0.1452 4.5899 -0.239 -0.016 -0.265
H 1.3435 0.1300 1.4774 -1.027 -0.042 0.657
H -3.5561 -0.8207 2.7372 0.056 0.082 -0.235
H -3.5832 0.9430 2.5548 0.078 -0.131 -0.209
H -3.3120 -0.0955 1.1095 -0.408 0.043 0.379
```
Positions in Å, forces in eV/Å.

Properties
lowest unoccupied orbital energy (alpha / beta)	-12.85 / -13.59	eV
spin multiplicity	4
HOMO-LUMO gap (alpha / beta)	5.26 / 4.48	eV
total charge	+3
electronic energy	-2380.1982	a.u.
relative energy (zero: lowest compared OMol25 entry of this formula, charge and spin)	89.4	kcal per mole

# C13H17O

2 unconnected molecules or ions with the total composition C13H17O in a non-equilibrium geometry (ωB97M-V/def2-TZVPD, OMol25).

XYZ file:
```
31
Properties=species:S:1:pos:R:3:forces:R:3
C -0.4148 2.6867 -0.1948 1.204 -0.361 -0.484
C 0.8365 2.1693 0.0538 0.881 -2.647 0.686
C -1.5195 1.9281 -0.4871 -2.931 -1.086 0.174
C -1.4766 0.5183 -0.2735 2.884 3.354 -0.012
C 0.8987 0.7621 -0.0171 3.814 0.488 -0.038
C -2.0638 -1.5167 1.1211 -1.298 -1.282 0.467
C -2.1550 -1.8843 -0.3304 -0.105 -2.124 -1.110
C 2.7338 -1.2424 -1.1115 3.681 1.227 1.053
C 2.6609 -1.5668 0.3005 -1.573 -0.815 1.266
C -2.4558 -0.4579 0.0025 -2.333 -0.479 1.280
C 2.7382 -0.1804 -0.0307 -3.459 1.872 -1.343
C -3.8956 0.0931 -0.0395 0.858 1.259 0.213
C 3.7841 0.7552 0.4089 -3.477 3.842 -1.743
O -0.1866 0.0593 -0.1718 -0.410 -0.941 0.082
H -0.4433 3.7240 -0.2497 -0.620 1.801 -0.042
H 1.7665 2.6821 0.3656 -0.998 0.014 -0.539
H -2.4909 2.4841 -0.7406 1.529 -1.269 0.551
H -2.7923 -2.0004 1.9242 1.035 1.597 -2.185
H -1.0930 -1.4235 1.5714 0.369 0.196 -0.206
H -1.3252 -2.2631 -0.9863 -0.171 1.177 1.107
H -2.9992 -2.4903 -0.7120 0.035 0.655 0.831
H 3.6932 -1.5100 -1.4742 0.898 0.402 -0.877
H 2.0218 -1.2630 -1.8299 -2.579 -0.487 -1.523
H 1.7273 -1.9520 0.5312 -1.656 -0.666 1.162
H 3.4458 -1.9247 0.9076 0.978 -0.779 0.073
H -4.3334 0.6344 0.8301 1.415 0.468 -0.389
H -4.6330 -0.6181 -0.0433 -1.299 -2.706 -0.487
H -4.0508 0.6274 -0.9732 -0.023 0.391 0.078
H 4.6693 0.3407 0.6198 3.397 -1.920 0.388
H 3.4410 1.1780 1.3369 -0.050 0.339 0.628
H 3.9116 1.6507 -0.3081 0.003 -1.521 0.938
```
Positions in Å, forces in eV/Å.

Properties
lowest unoccupied orbital energy	-4.36	eV
spin multiplicity	1
HOMO-LUMO gap	8.89	eV
total charge	+1
electronic energy	-580.3398	a.u.
relative energy (zero: lowest compared OMol25 entry of this formula, charge and spin)	134.1	kcal per mole